1.
Here is a 2-piece molecular cluster, C3H11NOS2 overall from the OMol25 dataset. Energies are from wB97M-V/def2-TZVPD.

## Properties
ΔE to the lowest compared entry with this formula, charge and spin, kcal/mol: 18.6
Kohn-Sham gap, eV: 8.55
SMILES: C[C@@H](N)CSS.O

Atoms and positions in Å:
N 1.05631 0.28864 1.07250
C 0.06311 1.26857 0.52881
C -0.96678 1.59991 1.57691
C -0.61923 0.75273 -0.72696
S 0.53877 0.78572 -2.20819
S 0.14220 -1.06883 -3.12880
H 1.01278 -0.66345 0.76460
H 1.97882 0.60797 0.84257
H 0.74697 2.05674 0.23210
H -1.82596 0.94164 1.67914
H -0.57072 1.78019 2.58011
H -1.36655 2.61333 1.39925
H -0.92467 -0.28013 -0.69942
H -1.48646 1.35603 -0.98966
H -0.64101 -1.68449 -2.20980
H 0.49351 -3.56912 0.38600
H 1.65292 -3.24234 -0.54598
O 0.71598 -3.54311 -0.55317

Atoms 1-2, force components in eV/Å:
N -0.0985 0.6086 0.3663
C 1.0937 -2.2520 0.1013

---

2.
Here is a 2-piece molecular cluster, C3H11NOS2 overall from the OMol25 dataset. Energies are from wB97M-V/def2-TZVPD.

## Properties
ΔE to the lowest compared entry with this formula, charge and spin, kcal/mol: 9.0
Kohn-Sham gap, eV: 9.47
SMILES: NCCCSS.O

Atoms and positions in Å:
S -3.60789 1.48068 2.10359
S -2.06411 0.29150 1.43887
C -2.62430 -0.17975 -0.22876
C -1.48518 0.01376 -1.22623
C -0.21162 -0.74841 -0.89845
N 0.44827 -1.23496 -2.12819
H -2.92730 2.63444 2.04006
H -3.37964 0.54087 -0.52099
H -3.06341 -1.17579 -0.26700
H -1.29224 1.05962 -1.22876
H -1.85046 -0.20258 -2.23478
H -0.46801 -1.63141 -0.35295
H 0.46017 -0.13609 -0.28925
H 1.26273 -1.78717 -1.87392
H 0.83768 -0.43477 -2.61565
H 6.72166 1.28034 2.91393
H 6.56601 -0.10196 2.26013
O 6.67764 0.33169 3.10835

Atoms 1-2, force components in eV/Å:
S 0.1780 -0.0320 0.1385
S -0.2482 -0.3003 0.1470

---

3.
Here is a 2-piece molecular cluster, C3H11NOS2 overall from the OMol25 dataset. Energies are from wB97M-V/def2-TZVPD.

## Properties
ΔE to the lowest compared entry with this formula, charge and spin, kcal/mol: 57.3
Kohn-Sham gap, eV: 8.84
SMILES: CNCCSS.O

Atoms and positions in Å:
S -1.29383 0.05700 -1.78653
S -1.63003 0.09510 0.27274
C -0.18798 -1.02199 0.67845
C 1.05379 -0.31270 1.18547
N 0.80107 0.43535 2.34721
C 1.67975 0.21005 3.53268
H -1.26220 -1.19908 -1.87341
H -0.64168 -1.60096 1.68000
H -0.08682 -1.88187 -0.08360
H 1.06096 0.20962 0.10438
H 1.93455 -1.13132 1.22022
H 0.71666 1.43731 2.02448
H 1.48312 -0.76516 3.98156
H 1.37046 0.94148 4.27788
H 2.80315 0.22245 3.23240
H 2.06554 -0.01754 -4.59331
H 2.14109 1.42060 -3.84171
O 1.78951 0.45390 -3.83979

Atoms 1-2, force components in eV/Å:
S -0.0821 3.0090 0.2606
S 1.1632 -0.9830 -0.4792

---

4.
Here is a 3-piece molecular cluster, C3H11NS overall from the OMol25 dataset. Energies are from wB97M-V/def2-TZVPD.

## Properties
Multiplicity: 2
ΔE to the lowest compared entry with this formula, charge and spin, kcal/mol: 70.6
Net charge: +1
Kohn-Sham gap (spin up / spin down), eV: 9.51 / 5.89

Atoms and positions in Å:
S -0.77193 -2.44920 -1.12450
H -0.94865 -3.60775 -0.47295
C 0.65635 -0.33878 1.68339
C 0.19508 0.77872 0.75447
N 0.25512 0.55046 -0.63608
C -0.48064 1.48624 -1.48730
H 1.53764 -0.81548 1.22947
H 0.77461 0.06617 2.69826
H -0.02782 -1.19828 1.73561
H -0.79272 1.12780 1.14805
H 0.73148 1.71221 1.05426
H -0.08255 -0.40928 -0.86796
H 0.91154 -2.05056 -0.48253
H -1.50824 1.62687 -1.12966
H -0.46540 1.07294 -2.49624
H 0.01613 2.44792 -1.60628

Atoms 1-2, force components in eV/Å:
S 3.6072 0.9000 0.9071
H 0.2249 0.0971 0.2996

---

5.
Here is a 2-piece molecular cluster, C3H11NS overall from the OMol25 dataset. Energies are from wB97M-V/def2-TZVPD.

## Properties
Multiplicity: 2
ΔE to the lowest compared entry with this formula, charge and spin, kcal/mol: 73.4
Net charge: +1
Kohn-Sham gap (spin up / spin down), eV: 6.00 / 1.11

Atoms and positions in Å:
C -0.09769 -5.00538 2.45579
S 1.53606 -4.16225 2.09544
H -1.17400 -4.68391 2.16091
H -0.05159 -5.93564 1.88998
H -0.10336 -5.29696 3.51510
C -0.80771 2.06975 -2.20923
C -0.37454 3.09828 -1.02757
N 1.03893 3.27162 -0.90166
H -1.65416 1.37379 -1.83632
H -0.89564 2.51130 -3.20819
H 0.02117 1.39693 -2.15568
H -0.82112 4.02984 -1.32528
H -0.52789 2.64502 -0.07587
H 1.38006 3.67946 -0.06439
H 1.44224 3.90365 -1.53359
H 1.08925 -2.89550 2.22056

Atoms 1-2, force components in eV/Å:
C -1.0188 -0.6894 -0.8590
S -2.2432 -0.4663 0.3392

---

6.
Here is a single C3H11NSi molecule from the OMol25 dataset. Energies are from wB97M-V/def2-TZVPD.

## Properties
ΔE to the lowest compared entry with this formula, charge and spin, kcal/mol: 13.0
Kohn-Sham gap, eV: 10.36
SMILES: CN[SiH](C)C

Atoms and positions in Å:
C -2.40562 0.20960 0.41628
C 1.81458 1.23360 -0.49603
C 0.56661 -1.74094 -0.13403
N -0.93539 0.67458 -0.19828
Si 0.58938 0.11188 0.32320
H -2.50237 -0.91075 0.28684
H -2.50018 0.52145 1.45454
H -3.38305 0.61779 -0.11096
H 1.88006 1.97738 0.21417
H 2.80104 0.74568 -0.56026
H 1.45555 1.61085 -1.45086
H 1.17039 -1.89733 -0.94023
H 1.04588 -2.41846 0.65157
H -0.51405 -1.92233 -0.41457
H -0.83973 1.67597 -0.30380
H 1.09446 0.22718 1.63733

Atoms 1-2, force components in eV/Å:
C 0.6425 0.3488 -1.9753
C -0.0695 -1.9161 -1.4562